No. 1
Entry from OMol25: a 2-piece molecular cluster, C4H4N2O2 overall at a distorted geometry (the ωB97M-V functional and the def2-TZVPD basis).

```
12
Properties=species:S:1:pos:R:3:forces:R:3
C 1.598 -1.602 -0.105 0.89 -0.97 -0.09
C -0.798 -0.776 -0.041 -0.05 -0.16 0.04
C 0.509 -0.798 -0.028 -0.31 2.26 0.02
C -1.692 0.410 0.066 -0.01 0.26 0.03
N 2.557 -2.245 -0.184 -0.02 0.09 0.05
N 1.524 1.284 0.033 -1.30 -2.61 0.04
O 1.127 1.990 -0.828 0.28 0.70 -0.08
O 2.314 1.359 0.904 0.35 0.57 0.00
H -1.326 -1.728 -0.114 0.20 -0.13 0.00
H -2.229 0.374 1.016 0.00 -0.02 -0.01
H -2.442 0.388 -0.726 0.02 0.00 -0.01
H -1.141 1.344 0.008 -0.03 0.01 0.00
```
Positions in Å, forces in eV/Å.

Summary:
Total charge ... 0
Spin multiplicity ... 1
Energy above the lowest of the compared OMol25 structures with the same formula, charge and spin ... 6.774 eV
Lowest unoccupied orbital energy (alpha / beta) ... -1.37 / -1.33 eV
Gap between HOMO and LUMO (alpha / beta) ... 8.138 / 8.679 eV

Mulliken atomic charge list, values in e, 8 entries:
1 C 0.300
2 C 0.152
3 C -0.060
4 C -0.979
5 N -0.431
6 N 0.595
7 O -0.383
8 O -0.402

---

No. 2
Entry from OMol25: a 2-piece molecular cluster, C4H5NO4 overall at a distorted geometry (the ωB97M-V functional and the def2-TZVPD basis).

```
14
Properties=species:S:1:pos:R:3:forces:R:3
O 2.944 0.297 -0.162 0.14 0.13 0.14
C 1.711 -0.312 -0.376 -0.26 -0.51 -0.39
C 0.768 -0.002 0.749 0.12 0.96 0.56
O 1.038 0.632 1.738 -0.28 -0.56 -0.60
C -0.659 -0.562 0.624 -0.64 -1.09 1.68
O -0.871 -1.746 0.658 0.30 0.36 -0.23
C -1.807 0.443 0.500 0.47 0.73 -4.58
N -2.776 0.178 -0.341 -0.41 -1.61 1.61
H 3.563 0.008 -0.837 -0.02 -0.02 -0.02
H 1.217 0.028 -1.307 0.07 -0.03 0.19
H 1.779 -1.415 -0.445 -0.04 0.23 0.03
O -1.435 1.654 0.215 -0.80 1.62 -0.48
H -3.062 -0.798 -0.329 -0.38 -0.02 -0.34
H -2.410 1.596 -0.688 1.74 -0.19 2.44
```
Positions in Å, forces in eV/Å.

Summary:
Total charge ... 0
Spin multiplicity ... 1
Energy above the lowest of the compared OMol25 structures with the same formula, charge and spin ... 4.131 eV
Lowest unoccupied orbital energy ... -0.88 eV
Gap between HOMO and LUMO ... 9.303 eV

Mulliken atomic charge list, values in e, 8 entries:
1 O -0.468
2 C -0.492
3 C 0.621
4 O -0.499
5 C 0.451
6 O -0.502
7 C 0.401
8 N -0.617

---

No. 3
Entry from OMol25: a single C10H7NO molecule at a distorted geometry (the ωB97M-V functional and the def2-TZVPD basis).

```
19
Properties=species:S:1:pos:R:3:forces:R:3
C 1.238 1.713 1.510 2.47 -0.63 -3.16
C 0.265 0.788 1.067 -5.38 -4.02 -1.97
C -0.833 0.487 1.877 -0.12 -1.26 -0.06
C -1.842 -0.576 1.417 8.46 3.44 -6.25
C -0.743 -0.849 -0.549 -4.07 -4.72 -2.56
C -0.767 -1.561 -1.797 4.73 3.49 -0.58
C 0.256 -1.279 -2.774 -2.03 2.27 9.99
C 1.198 -0.354 -2.425 5.13 2.33 0.50
C 1.305 0.322 -1.148 -0.87 -0.16 -2.60
C 0.204 0.015 -0.277 5.85 5.92 3.30
H 2.131 1.978 0.908 -0.41 -0.06 -0.52
H -0.969 0.881 2.940 0.30 -0.38 -1.81
H -2.536 -0.790 1.972 -7.41 -2.13 6.21
H -1.501 -2.185 -2.091 -2.61 -1.98 -0.31
H 0.085 -1.564 -3.641 -0.76 -3.05 -8.00
H 2.147 -0.197 -3.138 -2.45 -0.10 1.30
H 2.062 1.250 -0.998 -1.92 -2.83 -0.28
N -1.834 -1.197 0.261 1.20 1.57 1.74
O 1.217 2.097 2.602 -0.12 2.30 5.08
```
Positions in Å, forces in eV/Å.

Summary:
Total charge ... 0
Spin multiplicity ... 1
Structure (SMILES) ... O=Cc1ccnc2ccccc12
Energy above the lowest of the compared OMol25 structures with the same formula, charge and spin ... 3.460 eV
Lowest unoccupied orbital energy ... -0.75 eV
Gap between HOMO and LUMO ... 8.121 eV

Mulliken atomic charge list, values in e, 8 entries:
1 C -0.150
2 C 0.351
3 C -0.419
4 C -0.536
5 C 0.445
6 C -0.397
7 C -0.968
8 C -0.231

---

No. 4
Entry from OMol25: a 2-piece molecular cluster, C4H9N overall at a distorted geometry (the ωB97M-V functional and the def2-TZVPD basis).

```
14
Properties=species:S:1:pos:R:3:forces:R:3
C 0.543 1.482 1.606 0.25 2.34 0.23
C 0.962 2.654 2.124 -0.73 -0.36 2.08
H -0.058 1.652 0.711 -0.31 -0.92 0.37
H 0.709 0.544 2.104 0.48 -0.42 -0.58
H 0.340 3.546 1.988 0.82 0.03 -1.07
H 1.590 2.785 3.049 -0.52 -0.66 -1.03
C -0.849 -2.655 -1.119 -2.03 1.41 -0.91
C -0.264 -1.733 -1.910 1.70 0.55 2.04
N -0.327 -0.325 -1.703 -0.35 -1.01 -0.65
H -1.629 -2.299 -0.416 0.52 -0.20 -0.30
H -1.023 -3.639 -1.485 0.65 -0.96 0.15
H 0.680 -1.957 -2.409 -0.63 -0.46 -0.83
H -1.199 -0.017 -1.296 0.36 0.06 0.42
H 0.526 -0.038 -1.245 -0.22 0.61 0.09
```
Positions in Å, forces in eV/Å.

Summary:
Total charge ... 0
Spin multiplicity ... 1
Structure (SMILES) ... C=CN.C=C
Energy above the lowest of the compared OMol25 structures with the same formula, charge and spin ... 2.586 eV
Lowest unoccupied orbital energy ... 1.08 eV
Gap between HOMO and LUMO ... 9.888 eV

Mulliken atomic charge list, values in e, 8 entries:
1 C -0.404
2 C -0.521
3 H 0.178
4 H 0.284
5 H 0.215
6 H 0.240
7 C -0.765
8 C -0.051

---

No. 5
Entry from OMol25: an isolated ion of composition C4H10NO3 and charge +1 at a distorted geometry (the ωB97M-V functional and the def2-TZVPD basis).

```
18
Properties=species:S:1:pos:R:3:forces:R:3
C -1.397 1.768 0.639 3.29 0.10 -1.64
O -2.439 1.138 0.111 -4.30 0.74 -4.74
C -0.097 0.846 0.393 0.51 1.84 -2.71
C -0.352 -0.312 -0.656 -1.31 -0.12 0.31
C 0.920 -1.106 -0.926 2.61 -3.48 -0.67
O 1.930 -0.961 -0.031 1.55 1.00 1.56
O 1.231 -1.987 -1.710 -2.82 1.36 -0.92
N 0.347 0.244 1.667 1.29 -0.02 0.94
H -1.205 2.767 0.239 0.06 -0.10 -0.08
H -1.576 1.887 1.655 -0.02 0.21 2.31
H -2.784 1.616 -0.792 1.22 -1.83 3.46
H 0.799 1.501 -0.037 -1.87 -1.32 1.16
H -0.766 0.027 -1.650 0.63 -0.02 1.16
H -1.228 -0.981 -0.255 1.84 0.87 -0.67
H 2.718 -1.560 -0.314 -2.18 1.28 0.34
H -0.177 0.659 2.478 0.80 -0.46 -0.76
H 1.402 0.461 1.702 -1.91 -1.07 0.55
H 0.167 -0.789 1.635 0.60 1.02 0.39
```
Positions in Å, forces in eV/Å.

Summary:
Total charge ... +1
Spin multiplicity ... 1
Structure (SMILES) ... [NH3+][C@H](CO)CC(=O)O
Energy above the lowest of the compared OMol25 structures with the same formula, charge and spin ... 2.046 eV
Lowest unoccupied orbital energy ... -3.60 eV
Gap between HOMO and LUMO ... 10.644 eV

Mulliken atomic charge list, values in e, 8 entries:
1 C -0.752
2 O -0.561
3 C 0.183
4 C -0.696
5 C 0.568
6 O -0.500
7 O -0.574
8 N -0.280

---

No. 6
Entry from OMol25: C26H34NO2V as an isolated structure at a distorted geometry (the ωB97M-V functional and the def2-TZVPD basis).

```
64
Properties=species:S:1:pos:R:3:forces:R:3
C -1.300 1.180 1.080 0.06 1.39 -0.61
C -0.037 1.842 1.250 -1.21 1.35 -0.11
C 0.379 2.346 -0.014 -0.57 -0.18 0.31
H 0.479 2.016 2.188 -0.08 -0.25 -0.21
C -0.626 2.008 -0.981 -0.57 0.20 0.67
C -1.673 1.310 -0.301 0.65 1.39 0.72
H -0.652 2.326 -2.017 0.01 -0.16 0.17
C 0.400 -1.996 1.223 1.09 0.26 0.23
C 0.689 -0.862 2.036 1.28 -0.83 0.20
C 1.850 -0.215 1.506 0.38 -1.10 0.40
H 0.151 -0.584 2.936 0.06 0.04 -0.23
C 2.262 -0.940 0.340 -0.78 -0.61 0.77
C 1.361 -2.053 0.168 0.90 0.70 0.91
H 1.250 2.964 -0.206 -0.02 -0.16 0.06
H -2.623 1.035 -0.745 0.46 -0.25 0.13
H -1.919 0.747 1.862 0.27 -0.04 -0.19
H 1.468 -2.818 -0.601 -0.37 0.40 0.17
H 2.402 0.630 1.918 -0.46 -0.20 -0.15
H -0.346 -2.758 1.428 0.09 0.39 -0.15
V 0.261 0.001 -0.149 -1.35 -0.37 0.71
C 3.246 -0.487 -0.693 -0.20 0.06 -0.27
C 3.969 -1.727 -1.229 0.49 -0.04 0.01
C 4.244 0.520 -0.112 0.18 -0.11 -0.03
H 4.412 -2.283 -0.394 -0.20 0.04 -0.01
H 4.748 -1.429 -1.930 -0.06 -0.33 0.30
H 3.275 -2.381 -1.764 0.10 0.04 0.10
H 4.702 0.105 0.794 -0.03 0.10 -0.15
H 3.770 1.476 0.147 -0.02 -0.20 0.00
H 5.035 0.719 -0.843 -0.03 0.02 0.06
C 2.386 0.233 -1.784 0.67 0.38 -0.88
C 3.184 0.521 -3.046 0.40 -0.43 0.07
H 2.019 1.206 -1.380 0.13 -0.79 -0.26
H 1.510 -0.400 -2.087 0.57 0.44 0.20
O 4.156 -0.163 -3.346 -0.06 0.66 -0.75
N 2.842 1.559 -3.864 -0.32 0.19 -0.66
C 1.673 2.422 -3.832 0.36 -0.05 0.17
H 3.431 1.643 -4.686 -0.07 -0.21 0.34
C 1.879 3.652 -2.962 0.11 0.22 0.00
C 0.810 4.543 -2.830 0.28 -0.03 0.21
H -0.099 4.348 -3.407 0.20 0.13 0.36
C 0.911 5.633 -1.968 0.11 -0.12 -0.19
H 0.052 6.293 -1.848 0.27 -0.09 0.05
C 2.102 5.862 -1.270 0.00 -0.15 -0.07
H 2.178 6.710 -0.593 -0.02 -0.16 -0.10
C 3.195 5.009 -1.444 -0.24 -0.20 -0.37
H 4.135 5.181 -0.922 -0.25 0.06 -0.07
C 3.092 3.906 -2.305 -0.39 0.20 0.04
H 3.950 3.248 -2.479 -0.39 0.19 0.21
H 0.789 1.865 -3.486 0.27 0.13 -0.05
H 1.476 2.745 -4.868 -0.02 -0.17 0.34
C -2.832 -1.787 0.312 -0.24 -0.07 0.25
C -2.111 -1.867 -1.032 1.91 1.32 0.18
C -1.672 -3.304 -1.274 -0.09 -0.23 -0.04
C -3.071 -1.420 -2.119 -0.14 -0.09 -0.15
O -0.947 -1.029 -1.087 -2.74 -2.54 -2.14
H -3.645 -2.525 0.317 -0.03 0.08 0.08
H -3.273 -0.795 0.455 0.12 -0.15 0.09
H -2.160 -2.017 1.147 -0.22 0.20 -0.25
H -2.547 -3.961 -1.250 0.05 -0.18 -0.08
H -1.191 -3.373 -2.254 0.02 -0.05 0.09
H -0.967 -3.632 -0.503 -0.10 0.09 -0.18
H -3.374 -0.383 -1.958 0.02 -0.11 -0.05
H -2.584 -1.495 -3.093 -0.03 0.01 -0.03
H -3.960 -2.054 -2.101 -0.17 -0.01 -0.17
```
Positions in Å, forces in eV/Å.

Summary:
Total charge ... -1
Spin multiplicity ... 4
Lowest unoccupied orbital energy (alpha / beta) ... 2.80 / 2.80 eV
Gap between HOMO and LUMO (alpha / beta) ... 4.095 / 6.179 eV

Mulliken atomic charge list, values in e, 8 entries:
1 C -0.629
2 C -1.275
3 C -0.309
4 H 0.522
5 C 0.088
6 C -1.223
7 H 0.589
8 C -0.887